This record from OMol25 describes a structure of composition C22H35N2O3PS5Si2Yb at a distorted geometry. The level of theory is ωB97M-V/def2-TZVPD.

Geometry as XYZ:
```
71
Properties=species:S:1:pos:R:3:forces:R:3
Yb -0.0091 0.3461 -1.5382 0.03 0.26 0.27
C -3.3976 1.0091 1.4193 2.50 -1.02 1.26
Si -2.2669 -0.4647 0.6421 0.62 2.33 -0.36
C -1.9216 -1.3827 2.2323 -0.74 -0.73 1.78
C -3.6133 -1.5459 -0.0718 -0.72 -2.38 -1.23
C -4.9074 -1.7219 0.5023 1.64 1.05 -0.08
C -5.8700 -2.5271 -0.0179 -1.63 0.04 -0.30
C -5.5567 -3.3794 -1.0820 -1.22 0.59 0.03
C -4.3025 -3.3257 -1.6509 1.13 0.71 1.03
C -3.2808 -2.4016 -1.1879 -0.73 0.07 -0.11
Si -1.5084 -2.2595 -2.1638 -0.62 -0.22 1.21
C -0.5604 -3.8334 -1.4078 -0.24 0.30 -0.75
C -2.0590 -2.8574 -3.8885 -1.00 -1.69 0.68
H -4.3026 0.5860 1.7230 -1.71 -0.61 0.51
H -3.5874 1.8002 0.7571 -0.15 1.25 -0.93
H -2.9217 1.3721 2.3760 -0.23 -0.02 -0.90
H -2.9630 -1.6130 2.5955 0.82 -0.41 -0.08
H -1.4529 -0.9228 3.1205 0.05 0.51 -0.57
H -1.3298 -2.2942 2.0999 -0.38 -0.19 -0.20
H -5.1359 -1.1159 1.3590 -0.29 0.24 0.29
H -6.9423 -2.3437 0.2940 1.25 -0.72 -0.11
H -6.4224 -3.9251 -1.4960 0.81 -0.18 -0.04
H -4.0775 -4.0544 -2.4059 0.19 -0.05 -0.52
H -1.0615 -4.8233 -1.3467 0.10 0.53 -0.11
H -0.0740 -3.6101 -0.4639 -0.20 0.13 0.43
H 0.2792 -3.8856 -2.1038 0.12 -0.50 -0.26
H -2.4721 -3.8977 -3.7458 0.84 0.42 -0.40
H -1.2370 -2.8348 -4.5905 0.05 -0.11 -0.36
H -2.9554 -2.3773 -4.2692 0.16 0.75 -0.18
C 6.0351 -0.6898 1.9024 1.81 0.77 -1.11
C 5.3034 0.3714 1.1033 0.11 -0.22 -0.89
O 5.0382 -0.0665 -0.2490 -0.89 -0.46 0.50
P 3.5352 -0.5977 -0.6948 0.42 0.32 0.46
S 3.0185 0.5370 -2.2129 -0.33 -0.24 -0.47
S 2.2162 -0.6659 0.7948 0.19 -0.13 -0.25
O 3.9668 -2.0761 -1.1318 -0.16 -0.84 -0.59
C 3.0128 -3.1580 -1.4615 0.97 1.14 -0.09
C 3.0668 -4.1362 -0.3436 -1.09 -1.99 -1.24
H 6.2091 -0.3130 2.8725 0.21 0.59 1.35
H 7.0386 -1.0361 1.5368 -0.90 0.54 -0.18
H 5.4405 -1.5322 2.0174 -1.28 -1.66 0.04
H 5.8876 1.2933 0.9352 -0.25 -0.29 0.56
H 4.3453 0.5516 1.6176 0.36 0.32 -0.21
H 3.2944 -3.5754 -2.4526 0.05 0.29 0.68
H 2.0115 -2.7633 -1.5505 -0.26 0.32 -0.04
H 3.9945 -4.6462 -0.2288 1.14 0.00 0.04
H 2.3680 -4.9667 -0.5960 0.08 0.51 0.21
H 2.7597 -3.7257 0.5750 -0.37 0.72 1.09
N 1.0451 5.0457 4.2425 0.94 0.79 0.35
C 1.9854 4.9114 3.3037 -0.22 -1.58 -1.00
S 3.4298 5.6595 3.4079 0.55 0.44 -0.01
C 1.6159 3.9169 2.2248 0.00 0.42 -0.23
C 0.4814 3.0981 2.2937 0.48 0.73 2.32
C 0.1342 2.3665 1.2131 -0.58 -0.50 -0.23
N 0.8460 2.3112 0.1147 0.71 -0.79 -1.26
C 2.0323 2.8991 0.0814 -0.43 0.58 0.37
C 2.3960 3.7856 1.0908 1.36 0.48 -0.35
H 1.4634 5.3568 5.0973 -0.49 0.29 0.53
H 0.3120 4.3895 4.2530 -0.93 -0.56 0.21
H -0.0268 2.9156 3.2632 -0.02 0.25 -0.92
H -0.7050 1.7133 1.2001 -0.89 -0.31 0.23
H 2.6674 2.6397 -0.7526 0.03 0.27 -0.16
H 3.3423 4.3584 0.9994 -0.80 -0.43 0.13
C -2.2182 5.2440 -2.2769 -0.54 -1.33 0.46
O -1.1491 4.6004 -2.9300 0.84 -0.90 -0.52
C -1.0081 3.2120 -2.8948 1.30 1.47 -0.49
S 0.4949 2.5941 -3.4813 -0.92 0.59 0.25
S -2.1983 2.3057 -2.2540 -1.12 -1.06 0.66
H -1.8873 6.2373 -2.0587 0.18 0.54 0.31
H -2.5518 4.6517 -1.4156 0.50 0.40 0.34
H -3.1338 5.2671 -2.8455 -0.24 0.15 -0.88
```
Positions in Å, forces in eV/Å.

Calculated values
HOMO level	-0.4	eV
largest force on an atom	0.05798	hartree/bohr
charge	-2
lowest unoccupied orbital energy	3.3	eV

These are the Mulliken partial charges, in e, on atoms 1 to 4: Yb 0.624; C -1.535; Si 0.326; C -1.426

This record from OMol25 describes the molecule C22H35N3O4. The level of theory is ωB97M-V/def2-TZVPD.

Geometry as XYZ:
```
64
Properties=species:S:1:pos:R:3:forces:R:3
C -7.4340 -3.5175 0.3562 0.40 0.13 0.06
C -5.9594 -3.6298 0.7179 -0.26 -0.42 -0.21
O -5.3393 -2.3508 0.8085 0.10 0.33 -0.04
C -4.9565 -1.8005 -0.3726 0.11 -0.10 0.17
O -5.0922 -2.3481 -1.4440 -0.18 -0.30 -0.25
N -4.3696 -0.5981 -0.2064 -0.01 0.13 0.11
C -4.3030 0.1297 1.0410 -0.14 0.17 0.33
C -5.1895 1.3846 0.9424 0.11 -0.20 0.09
N -4.9051 2.2189 -0.2036 -0.08 0.15 0.00
C -3.8925 3.2485 -0.0471 -0.08 -0.05 -0.02
C -2.4606 2.7949 0.1225 0.02 0.17 -0.11
C -1.9350 2.5403 1.3863 0.13 0.07 -0.16
C -0.6443 2.0829 1.5403 0.18 -0.08 -0.02
C 0.1705 1.8694 0.4265 -0.20 0.01 0.08
O 1.4194 1.4002 0.6864 -0.23 0.14 0.24
C 2.2998 1.1818 -0.3919 0.46 -0.21 -0.14
C 3.6487 0.7288 0.1764 -0.31 -0.27 -0.11
O 4.5039 1.8390 0.2724 0.10 0.34 0.04
C 4.3059 -0.3401 -0.7152 -0.16 0.29 0.19
N 5.6821 -0.5298 -0.2924 -0.08 -0.10 -0.15
C 6.5666 -0.9539 -1.3646 0.29 0.22 -0.12
C 8.0177 -0.8937 -0.8961 -0.10 -0.30 -0.10
C 8.2143 -1.7940 0.3184 0.02 0.28 0.07
C 7.2200 -1.3896 1.4008 -0.09 -0.28 -0.09
C 5.7998 -1.4282 0.8455 0.12 0.13 0.33
C -0.3374 2.1433 -0.8387 0.35 -0.14 -0.05
C -1.6367 2.6036 -0.9767 -0.11 0.13 0.27
C -4.8853 1.4461 -1.4266 0.12 -0.20 -0.04
C -3.9967 0.1931 -1.3596 -0.08 0.06 -0.35
H -7.8880 -4.5044 0.3629 -0.09 -0.11 0.00
H -7.5345 -3.0891 -0.6379 -0.05 0.00 -0.06
H -7.9508 -2.8819 1.0717 -0.08 0.02 0.07
H -5.8290 -4.0747 1.7071 0.02 0.04 -0.13
H -5.4341 -4.2290 -0.0330 -0.05 0.05 0.19
H -4.6436 -0.5120 1.8514 0.08 0.09 -0.03
H -3.2601 0.4145 1.2168 -0.13 -0.09 0.04
H -5.0933 1.9797 1.8515 -0.04 0.03 0.05
H -6.2330 1.0575 0.8521 0.02 -0.06 0.12
H -3.9638 3.8898 -0.9312 0.03 0.05 0.08
H -4.1860 3.8435 0.8234 0.05 0.05 -0.07
H -2.5458 2.7070 2.2625 -0.07 0.02 0.11
H -0.2351 1.8845 2.5182 0.06 -0.02 0.13
H 2.4588 2.1070 -0.9588 -0.01 -0.11 0.00
H 1.8919 0.4090 -1.0589 -0.02 0.07 0.04
H 3.4580 0.3182 1.1806 -0.03 -0.01 -0.16
H 5.4051 1.4775 0.2788 -0.05 -0.07 -0.02
H 4.3114 0.0370 -1.7415 0.00 -0.04 -0.01
H 3.7184 -1.2711 -0.6889 0.02 0.02 -0.04
H 6.4276 -0.2800 -2.2138 -0.05 -0.08 0.02
H 6.3305 -1.9805 -1.6982 -0.02 0.04 -0.01
H 8.6746 -1.1994 -1.7119 0.03 0.05 -0.03
H 8.2594 0.1361 -0.6276 0.03 0.06 -0.05
H 9.2366 -1.7116 0.6907 0.02 -0.08 -0.01
H 8.0414 -2.8348 0.0336 0.04 -0.07 0.00
H 7.2921 -2.0597 2.2589 0.00 0.03 0.06
H 7.4415 -0.3754 1.7378 -0.01 0.04 0.08
H 5.0954 -1.1102 1.6164 -0.03 -0.07 -0.02
H 5.5446 -2.4641 0.5564 -0.04 0.05 0.00
H 0.2664 2.0072 -1.7219 0.09 -0.02 -0.06
H -2.0106 2.8187 -1.9682 -0.05 0.02 -0.11
H -4.5655 2.0863 -2.2496 -0.03 0.03 -0.06
H -5.9152 1.1224 -1.6212 0.05 -0.05 -0.11
H -4.1342 -0.4219 -2.2497 0.07 0.09 0.07
H -2.9427 0.4726 -1.2641 -0.11 -0.08 -0.05
```
Positions in Å, forces in eV/Å.

Calculated values
HOMO level	-7.9	eV
largest force on an atom	0.01035	hartree/bohr
charge	0
lowest unoccupied orbital energy	0.8	eV

These are the natural (NBO) partial charges, in e, on atoms 1 to 4: C -0.635; C -0.066; O -0.532; C 0.894

This record from OMol25 describes a structure of composition C22H35N5O2W. The level of theory is ωB97M-V/def2-TZVPD.

Geometry as XYZ:
```
65
Properties=species:S:1:pos:R:3:forces:R:3
W -1.6298 0.7945 -0.1713 0.00 0.34 -0.31
C 0.4828 1.3295 2.6787 -0.01 -0.03 0.01
C 0.5792 2.5617 1.7752 -0.03 0.03 -0.06
C 1.9880 2.7798 1.2349 0.02 0.00 0.02
C -0.5010 2.5913 0.6970 0.03 0.18 0.09
C -1.8806 2.6167 1.0914 -0.02 -0.12 -0.08
C -2.8792 2.9143 0.1288 -0.09 -0.02 0.08
C -2.5990 3.0247 -1.2323 -0.20 0.11 0.05
C -3.6167 3.4971 -2.2164 0.05 -0.01 0.01
C -1.2481 2.8282 -1.6377 0.28 -0.40 0.12
C -0.2299 2.7414 -0.6887 -0.03 -0.03 0.19
H 1.1634 1.4436 3.5211 -0.01 0.00 0.00
H 0.7760 0.4096 2.1588 0.02 0.02 -0.01
H -0.5135 1.1796 3.0979 -0.01 -0.01 0.00
H 0.3301 3.4341 2.3911 0.02 -0.01 0.01
H 2.3577 1.9488 0.6209 -0.02 -0.01 0.00
H 2.6762 2.8694 2.0745 0.01 0.00 -0.01
H 2.0801 3.6979 0.6535 -0.02 0.00 0.00
H -2.1471 2.5494 2.1396 -0.02 0.04 0.00
H -3.9026 3.0245 0.4710 0.00 0.05 -0.01
H -3.4728 4.5808 -2.3042 -0.01 0.00 -0.03
H -4.6386 3.3380 -1.8812 0.01 0.00 0.01
H -3.4649 3.0762 -3.2076 0.00 0.00 -0.01
H -0.9926 2.8584 -2.6902 -0.02 0.02 -0.01
H 0.7960 2.7004 -1.0346 0.02 0.05 0.04
N 0.4746 0.0238 -0.6278 -0.03 -0.14 -0.08
C 0.5603 -1.4570 -0.4279 0.03 -0.08 0.01
C 1.9585 -2.0668 -0.2589 -0.01 0.01 0.00
C 2.7372 -1.6868 1.0058 0.00 -0.02 -0.03
C 4.1261 -2.3400 1.0847 0.00 0.02 0.05
N 4.0718 -3.7447 1.4842 0.03 -0.03 -0.05
C 5.0905 -4.4049 2.0731 0.01 -0.02 0.01
N 6.2620 -3.8160 2.2694 -0.01 0.04 0.01
N 4.9008 -5.6530 2.4786 -0.02 -0.01 -0.02
C -0.3824 -1.7828 0.7079 -0.28 0.23 0.00
O -0.3652 -2.6548 1.4839 0.11 -0.09 0.03
O -1.4672 -0.8397 0.7072 0.15 0.00 -0.12
H 0.7908 0.2348 -1.5721 0.03 0.04 0.01
H 1.1424 0.4666 0.0052 0.03 0.03 -0.03
H 0.1105 -1.9115 -1.3182 -0.01 -0.01 0.02
H 2.5409 -1.8249 -1.1522 0.01 0.00 0.01
H 1.7918 -3.1464 -0.2939 0.00 0.00 -0.01
H 2.1737 -1.9436 1.9055 0.00 0.00 0.00
H 2.9160 -0.6066 1.0294 0.00 0.01 0.00
H 4.6930 -1.8061 1.8472 0.00 0.00 0.00
H 4.6496 -2.2254 0.1302 0.00 0.01 0.00
H 3.3569 -4.3317 1.0840 -0.03 0.01 0.03
H 6.5239 -2.9715 1.7908 0.00 -0.01 -0.01
H 6.9851 -4.2702 2.8073 -0.01 -0.01 0.01
H 3.9850 -6.0706 2.5001 0.00 0.01 0.03
H 5.6653 -6.2185 2.8152 0.01 0.00 -0.02
N -3.7982 0.1251 0.1051 0.07 0.05 0.01
C -3.9490 0.1267 -1.3258 -0.13 -0.04 0.11
C -2.7086 -0.1474 -1.9834 -0.01 -0.04 -0.27
C -2.6613 0.0043 -3.4090 0.07 -0.05 0.14
C -3.7818 0.3865 -4.0934 -0.06 0.03 -0.05
C -4.9825 0.6187 -3.3976 -0.02 0.01 -0.05
C -5.0654 0.5467 -2.0070 0.09 -0.02 0.09
H -3.7465 -0.8144 0.5093 0.00 0.00 0.00
H -4.5431 0.6225 0.5910 0.00 0.00 0.01
H -2.1675 -1.0367 -1.6408 0.00 -0.10 0.04
H -1.7655 -0.2796 -3.9482 0.00 0.00 0.00
H -3.7678 0.4587 -5.1734 -0.01 0.00 0.00
H -5.8759 0.8692 -3.9600 0.00 0.00 0.00
H -5.9923 0.7784 -1.4951 0.00 0.01 0.01
```
Positions in Å, forces in eV/Å.

Calculated values
HOMO level	-20.3	eV
largest force on an atom	0.00973	hartree/bohr
charge	+4
lowest unoccupied orbital energy	-13.5	eV

These are the Mulliken partial charges, in e, on atoms 1 to 4: W 2.039; C -1.171; C 0.396; C -1.708